{
  "formula": "C47H39I2InN8O3Si",
  "method": "ωB97M-V/def2-TZVPD",
  "gap_ha": 0.250,
  "charge": 0,
  "e_homo_ev": -7.46,
  "species": ["In", "I", "C", "C", "C", "I", "C", "C", "C", "C", "N", "C", "C", "O", "H", "H", "H", "H", "C", "C", "N", "C", "C", "C", "C", "C", "C", "C", "C", "C", "N", "C", "H", "H", "H", "H", "H", "H", "H", "H", "C", "C", "C", "C", "C", "C", "Si", "C", "C", "C", "C", "C", "C", "H", "H", "H", "H", "H", "H", "H", "H", "H", "H", "H", "C", "N", "C", "N", "C", "N", "C", "N", "C", "C", "H", "H", "H", "H", "H", "H", "H", "H", "H", "H", "H", "H", "O", "C", "N", "C", "O", "C", "C", "C", "C", "C", "C", "H", "H", "H", "H"],
  "positions_angstrom": [[0.14995, -0.33806, 0.05369], [1.11516, 0.67441, 5.13328], [-0.42188, 1.44653, 3.96459], [-1.45965, 2.17396, 4.57615], [-2.46900, 2.72841, 3.83540], [-3.96769, 3.79621, 4.82935], [-2.47983, 2.58424, 2.42865], [-3.42217, 3.16289, 1.54994], [-3.29991, 2.99143, 0.19825], [-2.25511, 2.19596, -0.29449], [-1.37898, 1.61794, 0.49094], [-1.44848, 1.81962, 1.83114], [-0.37868, 1.22741, 2.59233], [0.56347, 0.59327, 1.96532], [-1.45342, 2.29402, 5.65206], [-4.23154, 3.75506, 1.95725], [-4.00146, 3.44610, -0.48940], [-2.15576, 2.01324, -1.35894], [0.26170, -0.32839, -4.58715], [0.47207, -0.23069, -3.20751], [-0.50449, -0.32354, -2.32567], [-1.76161, -0.56071, -2.76515], [-2.07066, -0.65281, -4.12556], [-1.01423, -0.52723, -5.04198], [-3.43175, -0.88602, -4.53638], [-4.41061, -1.04184, -3.62630], [-4.11945, -0.99373, -2.21682], [-5.09351, -1.19480, -1.22528], [-4.73136, -1.16591, 0.09632], [-3.38763, -0.93608, 0.42273], [-2.45927, -0.73613, -0.49362], [-2.80989, -0.76422, -1.78827], [1.09906, -0.24724, -5.26744], [1.46871, -0.07035, -2.80729], [-1.22027, -0.60317, -6.10477], [-3.64917, -0.93744, -5.59752], [-5.43489, -1.21674, -3.93911], [-6.12207, -1.37846, -1.51757], [-5.45533, -1.32693, 0.88452], [-3.06571, -0.91041, 1.46191], [3.10560, -4.12958, 3.56110], [2.66251, -2.81553, 3.64291], [2.41410, -2.08717, 2.48444], [2.60754, -2.66750, 1.22628], [3.04835, -3.99384, 1.16018], [3.29840, -4.72067, 2.31718], [2.30593, -1.72583, -0.35169], [3.90861, -0.94347, -0.92361], [4.79353, -0.36686, -0.00800], [5.94647, 0.27945, -0.43548], [6.24529, 0.34853, -1.79174], [5.39482, -0.24438, -2.71519], [4.24195, -0.89162, -2.27973], [3.29140, -4.69784, 4.46570], [2.48281, -2.36009, 4.61055], [2.01986, -1.07638, 2.57011], [3.18846, -4.46971, 0.19267], [3.63270, -5.74992, 2.24981], [1.91063, -2.68309, -1.42043], [4.57304, -0.41712, 1.05621], [6.61520, 0.72994, 0.28975], [7.14187, 0.85584, -2.12666], [5.63490, -0.21306, -3.77218], [3.59813, -1.37622, -3.01104], [1.16196, 3.44066, 0.43308], [1.18413, 2.51167, -0.71505], [0.64647, 3.22418, -1.88425], [1.40674, 4.43433, -2.20896], [1.37586, 5.31032, -1.02651], [1.93353, 4.66171, 0.16528], [3.31881, 4.27429, -0.13573], [3.40302, 3.37176, -1.29118], [2.59690, 2.18398, -0.99081], [2.80665, 4.04567, -2.44731], [1.56773, 2.92520, 1.30276], [0.12742, 3.71642, 0.64188], [-0.38638, 3.50922, -1.67692], [0.65969, 2.55349, -2.74598], [0.34142, 5.59628, -0.82327], [1.95057, 6.21330, -1.24373], [3.74274, 3.77215, 0.73521], [3.90333, 5.17250, -0.34164], [3.00986, 1.68137, -0.12012], [2.65095, 1.50269, -1.83802], [2.84729, 3.37377, -3.30669], [3.38611, 4.94028, -2.67748], [-0.99231, -1.84561, 3.10358], [-1.12253, -2.56060, 2.13188], [-0.61552, -2.33186, 0.85760], [-1.12979, -3.26935, -0.01861], [-0.99130, -3.27520, -1.22791], [-1.95244, -4.25285, 0.77159], [-2.67161, -5.35866, 0.37548], [-3.37817, -6.05075, 1.35914], [-3.35971, -5.62670, 2.68669], [-2.63565, -4.49707, 3.06827], [-1.93528, -3.83129, 2.08544], [-2.67829, -5.67838, -0.65995], [-3.95070, -6.92950, 1.08904], [-3.91783, -6.18240, 3.43184], [-2.61758, -4.15382, 4.09694]]
}


{
  "formula": "C47H40As2CrN6O4S2",
  "method": "ωB97M-V/def2-TZVPD",
  "gap_ha": [0.215, 0.222],
  "multiplicity": 2,
  "charge": 1,
  "e_homo_ev": [-8.57, -8.85],
  "species": ["Cr", "N", "C", "N", "C", "N", "N", "C", "C", "C", "C", "C", "C", "N", "C", "C", "C", "C", "C", "C", "H", "H", "H", "H", "H", "H", "H", "H", "H", "H", "H", "C", "C", "As", "C", "C", "C", "C", "C", "C", "C", "C", "C", "C", "C", "C", "As", "C", "C", "C", "C", "C", "C", "C", "C", "C", "C", "C", "C", "H", "H", "H", "H", "H", "H", "H", "H", "H", "H", "H", "H", "H", "H", "H", "H", "H", "H", "H", "H", "H", "H", "H", "H", "O", "S", "O", "O", "O", "S", "C", "N", "C", "C", "C", "C", "C", "C", "H", "H", "H", "H", "H"],
  "positions_angstrom": [[1.02151, 0.00376, 0.13712], [-0.51772, 2.32244, -3.62185], [-0.37373, 1.27610, -2.79131], [0.02409, 1.35728, -1.55736], [0.25674, 2.63861, -1.03329], [0.42150, 2.80053, 0.23813], [0.47934, 1.65626, 0.94026], [0.23428, 1.68202, 2.24314], [0.18160, 0.40703, 2.81601], [0.00793, 0.13191, 4.19144], [0.01307, -1.16128, 4.62909], [0.15633, -2.19875, 3.68720], [0.28678, -1.87498, 2.36290], [0.31237, -0.60988, 1.89795], [0.25174, 3.79469, -1.91241], [0.64936, 5.06412, -1.49873], [0.62328, 6.12482, -2.38619], [0.18971, 5.93724, -3.69229], [-0.21020, 4.68087, -4.11909], [-0.16722, 3.61498, -3.23460], [-0.88782, 2.17220, -4.54666], [-0.61488, 0.31166, -3.21909], [0.05414, 2.60953, 2.76943], [-0.11684, 0.96625, 4.86753], [-0.10469, -1.39609, 5.67729], [0.14380, -3.23403, 3.99358], [0.37682, -2.65580, 1.61336], [0.96128, 5.19965, -0.47365], [0.94675, 7.10391, -2.06238], [0.16258, 6.76829, -4.38256], [-0.55639, 4.52718, -5.13302], [-0.67581, -3.14939, -1.11012], [-1.83825, -2.24516, -0.68024], [-2.55300, -1.21609, -2.20806], [-3.20543, 0.41596, -1.33622], [-2.81655, 0.88252, -0.08700], [-3.25086, 2.11987, 0.36907], [-4.08753, 2.89980, -0.41416], [-4.49146, 2.44064, -1.66087], [-4.03984, 1.21454, -2.11930], [-4.30091, -2.07556, -2.42213], [-4.68398, -2.42394, -3.71475], [-5.90982, -3.02714, -3.95298], [-6.76399, -3.28595, -2.89271], [-6.39536, -2.93130, -1.60210], [-5.17240, -2.32477, -1.36793], [1.09893, -2.21602, -1.10480], [1.27972, -1.47122, -2.91137], [1.98295, -0.27968, -3.07352], [2.18296, 0.31439, -4.30408], [1.65012, -0.28866, -5.43006], [0.92363, -1.46512, -5.30617], [0.74309, -2.04508, -4.06087], [2.15879, -3.84406, -1.33226], [3.02960, -4.03286, -2.39820], [3.86432, -5.13887, -2.42374], [3.83386, -6.06565, -1.39292], [2.96310, -5.88638, -0.32903], [2.13594, -4.77455, -0.29669], [-0.88675, -3.62706, -2.07095], [-0.55468, -3.95921, -0.38223], [-1.48588, -1.55136, 0.08878], [-2.64757, -2.84490, -0.26068], [-2.15851, 0.29694, 0.54496], [-2.93390, 2.47138, 1.34227], [-4.42471, 3.86190, -0.05382], [-5.15555, 3.03803, -2.27166], [-4.33649, 0.85318, -3.10030], [-4.00916, -2.21319, -4.53820], [-6.19660, -3.29589, -4.96066], [-7.71838, -3.76248, -3.06918], [-7.06635, -3.12746, -0.77662], [-4.90071, -2.03084, -0.35976], [2.97621, 1.18022, -2.11846], [2.76326, 1.22688, -4.38276], [1.81374, 0.15689, -6.40075], [0.50694, -1.93650, -6.18528], [0.18443, -2.96849, -3.97087], [3.08644, -3.30845, -3.19999], [4.55459, -5.26883, -3.24627], [4.49218, -6.92302, -1.41669], [2.94042, -6.60423, 0.47974], [1.47268, -4.61850, 0.55053], [3.96997, -1.70541, -0.81130], [4.32910, -0.66594, -1.70287], [4.99447, 0.48046, -1.18432], [2.54529, 0.32880, -1.90532], [4.52711, -1.00575, -3.06772], [4.65225, -0.98490, 2.68675], [3.21316, -1.11970, 1.77880], [2.77516, -0.04046, 1.19733], [3.62245, 1.03198, 1.46497], [3.49698, 2.35061, 1.02633], [4.42621, 3.28882, 1.42295], [5.50994, 2.93644, 2.23026], [5.66811, 1.63688, 2.66034], [4.71582, 0.70000, 2.28094], [2.73320, -2.07941, 1.69041], [2.67546, 2.65646, 0.39772], [4.31430, 4.31438, 1.09785], [6.22890, 3.69026, 2.51757], [6.50443, 1.33929, 3.27709]]
}


{
  "formula": "C47H40BrCl3F3GeN4O2PSSn",
  "method": "ωB97M-V/def2-TZVPD",
  "gap_ha": 0.258,
  "charge": 0,
  "relative_energy_kcal_mol": 3.7,
  "e_homo_ev": -7.50,
  "species": ["Sn", "C", "C", "N", "N", "C", "N", "S", "C", "C", "C", "C", "C", "N", "H", "H", "H", "H", "H", "H", "H", "H", "H", "Cl", "C", "C", "C", "C", "C", "C", "P", "C", "C", "C", "C", "C", "C", "C", "C", "C", "C", "C", "C", "H", "H", "H", "H", "H", "H", "H", "H", "H", "H", "H", "H", "H", "H", "Br", "C", "C", "C", "C", "C", "C", "C", "O", "O", "H", "H", "H", "H", "Cl", "C", "Cl", "H", "H", "Ge", "C", "C", "C", "C", "C", "C", "C", "C", "C", "C", "C", "C", "H", "H", "H", "H", "H", "H", "H", "H", "H", "H", "H", "F", "C", "F", "F"],
  "positions_angstrom": [[-0.55045, 1.29907, 1.05646], [-4.94175, 2.58972, 1.03818], [-3.50367, 2.33901, 1.34710], [-2.89726, 1.23113, 1.13597], [-3.57135, 0.15092, 0.64943], [-3.06633, -0.97916, 1.11379], [-3.58999, -2.11795, 0.56311], [-1.82285, -1.15669, 2.27925], [-2.68918, 3.36868, 2.03531], [-3.17735, 4.63579, 2.31357], [-2.38481, 5.52087, 3.02880], [-1.12861, 5.12321, 3.45171], [-0.69608, 3.85201, 3.11309], [-1.45648, 2.99911, 2.43473], [-5.39520, 1.67681, 0.66532], [-5.02294, 3.36103, 0.26806], [-5.48037, 2.93047, 1.92399], [-4.46249, -2.03227, 0.06642], [-3.44636, -2.96431, 1.08618], [-4.15851, 4.92560, 1.96744], [-2.74877, 6.51548, 3.25109], [-0.48263, 5.78173, 4.01362], [0.29640, 3.50689, 3.37262], [2.87523, 1.36236, 2.27613], [3.54362, 0.14533, 3.33029], [4.32980, 0.57909, 4.38688], [4.88719, -0.35193, 5.24654], [4.65698, -1.70361, 5.03837], [3.87302, -2.11836, 3.97376], [3.29423, -1.20471, 3.09037], [2.20167, -1.69660, 1.68756], [2.01096, -3.48530, 2.04060], [2.90125, -4.47130, 1.61950], [2.69239, -5.79947, 1.96168], [1.59524, -6.15648, 2.73613], [0.70122, -5.18136, 3.15605], [0.90252, -3.85430, 2.80030], [3.39918, -1.72522, 0.29959], [2.95671, -2.28773, -0.89944], [3.77102, -2.29939, -2.01923], [5.03616, -1.72815, -1.96591], [5.48034, -1.15772, -0.78277], [4.66937, -1.16035, 0.34565], [4.49696, 1.63842, 4.52555], [5.49880, -0.01895, 6.07484], [5.08848, -2.43930, 5.70438], [3.70146, -3.17568, 3.82633], [3.75947, -4.20071, 1.01605], [3.38996, -6.55692, 1.62638], [1.43573, -7.19264, 3.00658], [-0.16229, -5.45296, 3.75009], [0.18111, -3.10122, 3.09582], [1.96712, -2.72697, -0.95734], [3.40795, -2.74562, -2.93682], [5.67091, -1.72630, -2.84280], [6.46495, -0.71017, -0.73140], [5.04002, -0.71979, 1.26319], [1.48770, 9.01383, -3.00229], [1.09027, 7.40414, -2.08653], [-0.22637, 6.98263, -1.99802], [-0.50729, 5.79961, -1.33250], [0.51352, 5.05426, -0.75763], [1.82674, 5.50359, -0.84176], [2.12329, 6.67696, -1.51531], [0.21991, 3.78074, -0.02530], [-0.88729, 3.18634, -0.25996], [1.05319, 3.34634, 0.79306], [-1.01906, 7.56830, -2.44247], [-1.53043, 5.46170, -1.24147], [2.61025, 4.92105, -0.37587], [3.14284, 7.02698, -1.59619], [-3.23920, 1.84490, -2.20535], [-2.59227, 3.31267, -2.93030], [-3.68888, 4.69446, -2.69018], [-2.48404, 3.16106, -3.99719], [-1.65167, 3.53104, -2.44037], [-1.46614, -1.35828, -2.22924], [-0.48426, -2.99589, -1.93656], [-0.51587, -3.63322, -0.69698], [0.17074, -4.82521, -0.50441], [0.90285, -5.38041, -1.54371], [0.95117, -4.74614, -2.77830], [0.25839, -3.55999, -2.97411], [-3.14502, -1.63494, -3.15780], [-4.35835, -1.18926, -2.63695], [-5.54774, -1.42925, -3.31076], [-5.53595, -2.11375, -4.51778], [-4.33286, -2.55338, -5.05192], [-3.14596, -2.31646, -4.37345], [-1.55026, -0.47060, -0.99340], [-1.05314, -3.18381, 0.13312], [0.15482, -5.30613, 0.46529], [1.44767, -6.30302, -1.38665], [1.53198, -5.17399, -3.58605], [0.31720, -3.05826, -3.93365], [-4.37207, -0.62258, -1.71195], [-6.48313, -1.07100, -2.89910], [-6.46265, -2.29893, -5.04594], [-4.31919, -3.08160, -5.99674], [-2.21387, -2.66966, -4.80079], [2.16982, 0.65085, -2.27724], [1.06209, 1.24025, -1.96189], [0.89483, 2.15215, -2.87846], [-0.45797, -0.47124, -3.38708]]
}


{
  "formula": "C47H40ClN2O3P3S2Y",
  "method": "ωB97M-V/def2-TZVPD",
  "gap_ha": 0.255,
  "charge": -1,
  "relative_energy_kcal_mol": 7.1,
  "e_homo_ev": -4.72,
  "species": ["Y", "S", "P", "C", "P", "S", "C", "C", "C", "C", "C", "C", "C", "C", "C", "C", "C", "C", "C", "C", "C", "C", "C", "C", "C", "C", "C", "C", "C", "C", "H", "H", "H", "H", "H", "H", "H", "H", "H", "H", "H", "H", "H", "H", "H", "H", "H", "H", "H", "H", "N", "C", "C", "O", "N", "C", "C", "O", "O", "H", "H", "H", "H", "H", "H", "Cl", "C", "C", "C", "C", "C", "C", "P", "C", "C", "C", "C", "C", "C", "C", "C", "C", "C", "C", "C", "H", "H", "H", "H", "H", "H", "H", "H", "H", "H", "H", "H", "H", "H"],
  "positions_angstrom": [[-0.08156, -0.65598, 0.73028], [2.29635, -0.97893, 2.34342], [2.89691, -1.83714, 0.59848], [1.69295, -1.71682, -0.54510], [1.37139, -2.57808, -1.96122], [1.32063, -1.51110, -3.65807], [-0.24311, -3.41001, -1.70773], [-0.54119, -3.96715, -0.46629], [-1.76138, -4.58180, -0.23600], [-2.71661, -4.61409, -1.24131], [-2.43035, -4.06348, -2.48322], [-1.19313, -3.48168, -2.72155], [2.52094, -3.99083, -2.20925], [3.71299, -3.76875, -2.89628], [4.63254, -4.79156, -3.07161], [4.36527, -6.06035, -2.57474], [3.18182, -6.29194, -1.89011], [2.26936, -5.26346, -1.70290], [3.47034, -3.52371, 1.02005], [4.64684, -4.06976, 0.51804], [4.99894, -5.37933, 0.81947], [4.17114, -6.15851, 1.61100], [2.98446, -5.62653, 2.10214], [2.63878, -4.31796, 1.81066], [4.46292, -1.04580, 0.07258], [4.61334, -0.67850, -1.25970], [5.81513, -0.13507, -1.70391], [6.86180, 0.05243, -0.81419], [6.70561, -0.28886, 0.52599], [5.51048, -0.83416, 0.96720], [0.19608, -3.91288, 0.33158], [-1.97850, -5.00132, 0.73858], [-3.68930, -5.05043, -1.05252], [-3.17910, -4.07284, -3.26513], [-0.95992, -3.04626, -3.68580], [3.89996, -2.79032, -3.32172], [5.55231, -4.60153, -3.61180], [5.07788, -6.86381, -2.71831], [2.96754, -7.27578, -1.49102], [1.35096, -5.46652, -1.16735], [5.29486, -3.47520, -0.11300], [5.91630, -5.79432, 0.42017], [4.44335, -7.18168, 1.84075], [2.33476, -6.23019, 2.72385], [1.73141, -3.88908, 2.22140], [3.77762, -0.80979, -1.94133], [5.92737, 0.14106, -2.74547], [7.79910, 0.47322, -1.15876], [7.51770, -0.12789, 1.22460], [5.37951, -1.09856, 2.01051], [-0.62117, 0.39895, -1.47633], [-1.93530, -0.05015, -1.99874], [-2.87226, -0.65345, -0.94682], [-4.07853, -0.69042, -1.21433], [-2.27060, -1.07963, 0.16534], [-3.14116, -1.56081, 1.22109], [-2.45565, -1.40692, 2.58327], [-3.10666, -1.38583, 3.61374], [-1.15848, -1.30296, 2.51821], [-0.59209, 1.41314, -1.45956], [0.11700, 0.09620, -2.12088], [-1.75950, -0.80919, -2.76269], [-2.47622, 0.76865, -2.47397], [-3.38358, -2.62370, 1.09368], [-4.09394, -1.02683, 1.23282], [-2.34511, 1.85888, 1.09017], [-1.62492, 3.44487, 1.14422], [-2.42786, 4.53120, 0.83565], [-1.87376, 5.80081, 0.83571], [-0.53046, 5.96858, 1.13583], [0.25505, 4.87040, 1.44643], [-0.27513, 3.58108, 1.47047], [0.71030, 2.07440, 1.84344], [2.42899, 2.63604, 1.67297], [3.04878, 3.49223, 2.58338], [4.37023, 3.86924, 2.40160], [5.08484, 3.38549, 1.31204], [4.47958, 2.52707, 0.40784], [3.15647, 2.15234, 0.58989], [0.46425, 1.89868, 3.64884], [-0.79101, 2.09270, 4.22101], [-1.00438, 1.81338, 5.56226], [0.03426, 1.34472, 6.34995], [1.28962, 1.15818, 5.79076], [1.50515, 1.42807, 4.44863], [-3.46938, 4.37355, 0.59222], [-2.49326, 6.65462, 0.59362], [-0.09065, 6.95740, 1.12473], [1.30424, 5.01624, 1.66492], [2.50095, 3.84778, 3.44839], [4.84488, 4.52958, 3.11656], [6.12306, 3.66399, 1.17828], [5.04109, 2.11843, -0.42194], [2.70420, 1.44852, -0.10224], [-1.62378, 2.44240, 3.62721], [-1.99329, 1.94350, 5.98124], [-0.13731, 1.11171, 7.39314], [2.10605, 0.78106, 6.39347], [2.48409, 1.25241, 4.02443]]
}